ORCA calculation (ωB97M-V with the def2-TZVPD basis set) on a molecular structure, C57H44F3MoN7O3S3.

Results
Strongest force on any atom (Eh/bohr): 0.01624
Multiplicity: 1
Total energy (eV): -118913.9160
E_LUMO (eV): -0.73
E_HOMO (hartree): -0.23635

Element x y z (Å)
Mo -0.255 -0.137 0.380
S 2.017 6.610 -1.151
C 0.677 7.665 -1.272
C -0.489 7.029 -0.979
C -0.299 5.662 -0.650
C 1.014 5.283 -0.697
C 1.576 3.958 -0.420
C 0.684 2.893 -0.172
N 1.073 1.666 0.095
C 2.410 1.414 0.171
C 3.372 2.389 -0.112
C 4.758 2.043 -0.031
C 5.139 0.819 0.403
C 4.169 -0.149 0.807
C 4.492 -1.381 1.416
C 3.509 -2.181 1.924
C 2.154 -1.750 1.775
N 1.825 -0.699 1.053
C 2.817 0.140 0.655
C 3.796 -3.425 2.657
C 3.288 -4.676 2.435
C 3.802 -5.638 3.346
C 4.683 -5.102 4.234
S 4.893 -3.426 3.983
C 2.921 3.684 -0.416
H 0.822 8.695 -1.554
H -1.453 7.514 -0.998
H -1.111 4.993 -0.397
H -0.383 3.048 -0.231
H 5.493 2.791 -0.300
H 6.189 0.565 0.487
H 5.531 -1.676 1.513
H 1.445 -3.213 2.743
H 2.598 -4.885 1.627
H 3.533 -6.684 3.332
H 5.212 -5.606 5.026
H 3.654 4.455 -0.627
C -2.777 1.600 -4.263
C -2.828 0.368 -5.121
C -3.872 0.162 -6.020
C -3.925 -0.964 -6.827
C -2.925 -1.922 -6.752
C -1.886 -1.750 -5.851
C -1.838 -0.620 -5.044
N -0.769 -0.480 -4.111
C -0.915 -0.571 -2.751
N -2.132 -1.027 -2.382
C -2.808 -1.159 -1.150
C -2.413 -0.500 0.012
C -3.254 -0.577 1.120
C -4.411 -1.335 1.095
C -4.752 -2.032 -0.052
C -3.963 -1.949 -1.191
C -4.346 -2.701 -2.440
N 0.062 -0.279 -1.937
C 1.238 0.249 -2.548
C 1.246 1.572 -2.994
C 2.396 2.142 -3.512
C 3.559 1.387 -3.591
C 3.546 0.065 -3.177
C 2.395 -0.533 -2.665
C 2.400 -1.984 -2.278
H -3.418 2.378 -4.676
H -1.761 1.989 -4.195
H -3.100 1.405 -3.238
H -4.650 0.912 -6.093
H -4.747 -1.090 -7.519
H -2.958 -2.803 -7.379
H -1.107 -2.496 -5.751
H 0.162 -0.308 -4.453
H -2.693 -1.313 -3.169
H -3.000 -0.018 2.009
H -5.044 -1.386 1.973
H -5.644 -2.645 -0.075
H -5.217 -3.325 -2.251
H -3.534 -3.351 -2.779
H -4.605 -2.036 -3.272
H 0.333 2.150 -2.900
H 2.386 3.174 -3.840
H 4.469 1.822 -3.984
H 4.445 -0.535 -3.262
H 2.508 -2.132 -1.207
H 3.219 -2.508 -2.770
H 1.466 -2.470 -2.557
F -0.533 -4.581 2.158
C -1.096 -4.552 0.942
F -1.201 -5.819 0.511
F -2.323 -4.047 1.062
S -0.065 -3.597 -0.313
O 1.297 -3.967 0.113
O 1.157 -2.355 2.399
O -0.478 -2.209 0.137
N -0.549 0.290 2.135
C -0.745 0.583 3.353
C -0.717 2.027 3.728
C -1.736 2.607 4.480
C -1.734 3.971 4.732
C -0.713 4.773 4.240
C 0.313 4.202 3.499
C 0.310 2.838 3.247
C -1.005 -0.480 4.358
C -0.849 -0.232 5.722
C -1.064 -1.239 6.652
C -1.441 -2.507 6.235
C -1.595 -2.764 4.878
C -1.378 -1.762 3.948
H -2.542 1.989 4.855
H -2.539 4.411 5.306
H -0.716 5.838 4.433
H 1.118 4.819 3.118
H 1.111 2.384 2.677
H -0.544 0.751 6.057
H -0.934 -1.030 7.707
H -1.612 -3.291 6.962
H -1.884 -3.751 4.539
H -1.487 -1.970 2.892
N -2.244 2.170 -0.705
C -1.671 1.238 -0.295

Atomic partial charges in e from the Mulliken method, atoms 1 to 5:
1. Mo -1.15
2. S -0.23
3. C -0.37
4. C -0.73
5. C -0.40

---

ORCA calculation (ωB97M-V with the def2-TZVPD basis set) on a molecular structure, C2H6InO2 in a non-equilibrium geometry.

Results
Relative energy (zero: lowest compared OMol25 entry of this formula, charge and spin) (kcal per mole): 30.4
Strongest force on any atom (Eh/bohr): 0.08682
Multiplicity: 1
Total energy (eV): -11397.8280
E_LUMO (eV): -20.64
Charge: +3
E_HOMO (hartree): -0.91241

Element x y z (Å)
In -19.850 1.614 -2.803
C -23.353 -0.342 -2.300
C -23.704 0.842 -1.467
O -23.564 2.059 -2.111
O -22.311 -0.199 -3.199
H -24.294 -0.732 -2.802
H -23.156 -1.178 -1.577
H -23.091 0.947 -0.505
H -24.793 0.848 -1.193
H -24.230 2.715 -1.765
H -22.237 -1.061 -3.697

Atomic partial charges in e from the Mulliken method, atoms 1 to 5:
1. In 1.23
2. C -0.15
3. C -0.33
4. O -0.20
5. O -0.24

---

ORCA calculation (ωB97M-V with the def2-TZVPD basis set) on a gas-phase ion, C4H5N2O2 (charge +1) in a non-equilibrium geometry.

Results
Relative energy (zero: lowest compared OMol25 entry of this formula, charge and spin) (kcal per mole): 108.1
Strongest force on any atom (Eh/bohr): 0.07705
Multiplicity: 1
Total energy (eV): -11290.7721
E_LUMO (alpha / beta) (eV): -5.42 / -5.42
Charge: +1
E_HOMO (alpha / beta) (hartree): -0.46944 / -0.46948

Element x y z (Å)
C -0.007 -1.284 0.251
C 0.189 1.607 -0.226
C -1.128 -0.246 0.509
C -0.935 0.887 -0.582
N 2.258 -0.791 -0.286
N 1.178 -0.843 0.267
O 1.022 2.222 0.204
O 3.402 -0.741 -0.030
H -0.262 -2.435 0.250
H -2.221 -0.533 0.413
H -0.869 0.236 1.413
H -1.788 1.682 -0.679
H -0.840 0.242 -1.504

Atomic partial charges in e from the Mulliken method, atoms 1 to 5:
1. C -0.19
2. C 0.55
3. C -0.69
4. C -0.35
5. N 0.03

---

ORCA calculation (ωB97M-V with the def2-TZVPD basis set) on a single C11H14FNOS molecule in a non-equilibrium geometry.

Results
Relative energy (zero: lowest compared OMol25 entry of this formula, charge and spin) (kcal per mole): 41.6
SMILES string: CCCCO/C(F)=N/c1ccccc1S
Strongest force on any atom (Eh/bohr): 0.10279
Multiplicity: 1
Total energy (eV): -28721.2394
E_LUMO (eV): 0.80
E_HOMO (hartree): -0.29476

Element x y z (Å)
C 4.694 0.070 0.402
C 3.737 -1.234 0.621
C 2.469 -1.132 -0.191
C 1.294 -0.246 0.567
O 0.009 -0.667 0.005
C -1.050 0.095 0.151
F -0.771 1.393 0.426
N -2.169 -0.461 0.035
C -3.439 0.082 -0.060
C -3.515 1.391 -0.396
C -4.675 2.110 -0.509
C -5.866 1.598 -0.037
C -5.826 0.294 0.274
C -4.688 -0.551 0.186
S -5.498 -2.184 0.424
H 5.785 -0.181 0.256
H 4.541 0.653 -0.566
H 4.573 0.701 1.202
H 4.195 -2.129 0.286
H 3.441 -1.289 1.787
H 2.642 -0.848 -1.271
H 2.009 -2.155 -0.281
H 1.331 -0.355 1.593
H 1.488 0.787 0.243
H -2.582 1.815 -0.868
H -4.755 3.222 -0.739
H -6.768 2.135 0.019
H -6.846 -0.136 0.536
H -4.287 -2.646 0.054

Atomic partial charges in e from the Mulliken method, atoms 1 to 5:
1. C -1.06
2. C -0.44
3. C -0.54
4. C -0.63
5. O -0.27

---

ORCA calculation (ωB97M-V with the def2-TZVPD basis set) on a single C24H22N4O3 molecule.

Results
Relative energy (zero: lowest compared OMol25 entry of this formula, charge and spin) (kcal per mole): 0.0
SMILES string: C[C@@]12C[C@@H](NC(=O)N1c1cccc(C(=O)NCc3ccccn3)c1)c1ccccc1O2
Strongest force on any atom (Eh/bohr): 0.01246
Multiplicity: 1
Total energy (eV): -37350.1585
E_LUMO (eV): 0.78
E_HOMO (hartree): -0.31863

Element x y z (Å)
C -0.728 -1.436 -2.599
C -1.128 0.014 -2.866
C -2.337 0.093 -3.797
C -2.660 1.572 -3.962
N -3.035 2.065 -2.651
C -2.282 1.793 -1.541
O -2.406 2.430 -0.516
N -1.444 0.702 -1.628
C -0.558 0.527 -0.519
C 0.535 1.369 -0.366
C 1.375 1.208 0.722
C 1.149 0.201 1.643
C 0.063 -0.655 1.485
C -0.259 -1.763 2.436
O -1.385 -2.209 2.561
N 0.800 -2.277 3.099
C 0.643 -3.223 4.173
C 1.511 -2.854 5.346
C 1.342 -3.461 6.587
C 2.181 -3.095 7.624
C 3.158 -2.138 7.391
C 3.247 -1.595 6.121
N 2.450 -1.943 5.125
C -0.801 -0.468 0.411
C -1.433 2.287 -4.480
C -1.526 3.466 -5.205
C -0.390 4.124 -5.637
C 0.859 3.599 -5.345
C 0.971 2.429 -4.622
C -0.173 1.770 -4.179
O 0.014 0.616 -3.479
H -1.516 -1.948 -2.057
H -0.557 -1.935 -3.549
H 0.190 -1.466 -2.019
H -3.179 -0.434 -3.349
H -2.089 -0.359 -4.757
H -3.507 1.726 -4.640
H -3.527 2.944 -2.598
H 0.712 2.153 -1.086
H 2.212 1.878 0.854
H 1.804 0.113 2.498
H 1.706 -1.832 3.071
H -0.415 -3.244 4.455
H 0.916 -4.234 3.834
H 0.568 -4.199 6.728
H 2.074 -3.544 8.601
H 3.830 -1.823 8.174
H 3.990 -0.846 5.880
H -1.666 -1.108 0.327
H -2.505 3.863 -5.434
H -0.477 5.041 -6.200
H 1.751 4.106 -5.680
H 1.933 2.003 -4.384

Atomic partial charges in e from the Mulliken method, atoms 1 to 5:
1. C -2.11
2. C 1.18
3. C -1.06
4. C -0.36
5. N -0.11

---

ORCA calculation (ωB97M-V with the def2-TZVPD basis set) on 4 unconnected molecules or ions with the total composition C30H60NO14P3S in a non-equilibrium geometry.

Results
SMILES string: C[C@]1(S)CNC(=O)[C@@H]1COc1ccccc1.CCOP(=O)(OCC)OCC.CCOP(=O)(OCC)OCC.CCOP(=O)(OCC)OCC
Strongest force on any atom (Eh/bohr): 0.17092
Multiplicity: 1
Total energy (eV): -100936.6598
E_LUMO (eV): -1.11
E_HOMO (hartree): -0.33154

Element x y z (Å)
C 3.787 -1.072 2.451
C 3.924 -0.820 0.893
S 3.625 -2.495 0.155
C 5.441 -0.430 0.602
N 5.378 0.211 -0.734
C 4.234 1.129 -0.656
O 4.106 2.216 -1.120
C 3.114 0.317 0.176
C 2.258 1.339 0.993
O 0.918 1.518 0.426
C 0.134 0.491 1.019
C -0.510 0.660 2.336
C -1.275 -0.442 2.935
C -1.360 -1.679 2.177
C -0.753 -1.859 0.857
C 0.016 -0.761 0.271
H 3.104 -1.932 2.643
H 4.826 -1.293 2.834
H 3.416 -0.202 3.047
H 4.763 -3.207 0.463
H 6.052 -1.366 0.685
H 5.767 0.365 1.327
H 5.111 -0.500 -1.431
H 2.600 -0.227 -0.662
H 2.090 1.055 2.064
H 2.742 2.355 1.016
H -0.343 1.650 2.822
H -1.733 -0.289 3.934
H -1.914 -2.530 2.630
H -0.877 -2.821 0.305
H 0.510 -0.895 -0.721
C 7.277 -0.854 -5.243
C 6.385 -1.409 -4.146
O 5.741 -2.616 -4.534
P 6.669 -3.967 -4.705
O 6.842 -4.318 -3.245
O 5.480 -5.067 -5.044
C 5.267 -6.179 -4.174
C 4.288 -5.836 -3.065
O 6.742 -3.675 -6.372
C 7.951 -4.103 -7.016
C 8.216 -5.587 -6.834
H 8.148 -1.498 -5.398
H 7.644 0.141 -4.981
H 6.740 -0.793 -6.190
H 6.960 -1.567 -3.227
H 5.599 -0.684 -3.921
H 6.216 -6.538 -3.770
H 4.863 -6.997 -4.775
H 4.468 -4.852 -2.628
H 4.328 -6.584 -2.268
H 3.267 -5.812 -3.458
H 8.790 -3.520 -6.623
H 7.854 -3.869 -8.077
H 8.358 -5.843 -5.778
H 9.116 -5.883 -7.375
H 7.372 -6.175 -7.199
C -0.116 3.126 -2.416
C -0.508 4.109 -3.516
O -1.816 3.858 -4.010
P -3.070 4.168 -3.002
O -3.119 5.673 -3.132
O -4.336 3.831 -4.014
C -5.282 4.848 -4.338
C -4.853 5.647 -5.557
O -3.065 2.524 -2.603
C -3.449 2.218 -1.265
C -4.832 2.714 -0.909
H -0.700 3.301 -1.509
H 0.940 3.237 -2.156
H -0.294 2.098 -2.730
H -0.428 5.139 -3.153
H 0.176 4.005 -4.361
H -5.455 5.498 -3.476
H -6.236 4.357 -4.545
H -3.792 5.903 -5.544
H -5.433 6.569 -5.639
H -5.014 5.060 -6.466
H -2.710 2.648 -0.581
H -3.409 1.133 -1.158
H -4.904 3.806 -0.961
H -5.090 2.413 0.108
H -5.582 2.314 -1.594
C -4.411 0.360 9.506
C -3.834 1.029 8.270
O -4.410 0.528 7.070
P -5.984 0.902 6.754
O -5.796 2.325 6.283
O -6.131 0.206 5.261
C -6.446 1.010 4.125
C -5.193 1.561 3.465
O -6.441 -0.598 7.394
C -7.726 -0.625 8.034
C -8.849 -0.200 7.104
H -5.455 0.652 9.654
H -3.856 0.651 10.401
H -4.383 -0.726 9.412
H -3.963 2.114 8.325
H -2.762 0.827 8.219
H -7.135 1.811 4.402
H -6.983 0.380 3.413
H -4.460 1.934 4.182
H -5.445 2.369 2.773
H -4.689 0.773 2.898
H -7.700 0.025 8.914
H -7.895 -1.645 8.380
H -8.725 0.837 6.773
H -9.813 -0.277 7.610
H -8.866 -0.826 6.211

Atomic partial charges in e from the Mulliken method, atoms 1 to 5:
1. C -1.42
2. C 0.86
3. S -0.24
4. C -0.90
5. N -0.37

---

Which value of multiplicity does entry 4 give? 1

---

Number 5 is which compound? C24H22N4O3